(1)
This record from the Open Molecules 2025 dataset describes one molecule with the formula C3H8N2. The level of theory is ωB97M-V/def2-TZVPD.

**Frontier orbital gap**: 0.3562 Ha
**LUMO energy**: 0.03381 Eh
**Spin multiplicity**: 1
**Total charge**: 0
**DFT total energy**: -6220.282 eV
**SMILES**: [H]/N=C(/C)NC
**E_HOMO**: -8.77 eV
**ΔE to the lowest compared entry with this formula, charge and spin**: 150.94 kJ/mol
**Molar mass**: 72.111 g mol⁻¹

```
13
Properties=species:S:1:pos:R:3:forces:R:3:mulliken_charge:R:1
H 1.991 -1.854 0.050 -0.242 -0.237 0.160 0.1901
N 2.006 -0.841 0.095 -0.340 -0.215 -0.266 -0.6797
C 0.851 -0.292 0.025 -0.440 0.161 -0.174 0.5974
C 0.845 1.189 -0.041 0.671 1.013 -0.129 -1.0755
N -0.394 -0.857 -0.096 0.873 -3.832 -0.567 -0.2004
C -1.635 -0.168 0.078 -1.515 0.688 1.159 -0.7861
H 0.469 1.725 0.830 -0.271 -0.220 0.022 0.3017
H 1.905 1.368 -0.089 0.330 0.698 -0.068 0.3255
H 0.382 1.598 -0.955 -0.030 -0.327 0.397 0.2865
H -0.381 -1.910 -0.372 -0.337 2.760 0.943 0.2375
H -1.621 0.538 1.000 0.149 -0.990 -1.698 0.2414
H -2.484 -0.871 0.314 1.072 0.421 -0.325 0.2949
H -1.934 0.375 -0.839 0.080 0.082 0.546 0.2667
```
Forces are in eV/Å.

(2)
This record from the Open Molecules 2025 dataset describes a 2-piece molecular cluster, C3H8N2 overall. The level of theory is ωB97M-V/def2-TZVPD.

**Frontier orbital gap**: 0.3293 Ha
**LUMO energy**: 0.03653 Eh
**Spin multiplicity**: 1
**Total charge**: 0
**DFT total energy**: -6218.702 eV
**SMILES**: C=CN.C=N
**E_HOMO**: -7.97 eV
**ΔE to the lowest compared entry with this formula, charge and spin**: 303.45 kJ/mol
**Molar mass**: 72.111 g mol⁻¹

```
13
Properties=species:S:1:pos:R:3:forces:R:3:mulliken_charge:R:1
C 2.267 -0.845 -1.046 -2.252 0.377 3.095 -0.8682
C 1.077 -0.912 -0.370 -0.754 -0.267 -2.371 0.1940
N 0.805 -0.619 0.931 1.444 -0.149 1.034 -0.5745
H 3.100 -0.648 -0.400 0.744 0.213 -0.240 0.2978
H 2.228 -0.621 -2.065 0.347 -0.377 -1.463 0.2770
H 0.134 -1.138 -0.926 0.835 -0.028 -0.021 0.1306
H 1.131 0.274 1.219 0.568 0.425 0.353 0.2379
H -0.064 -0.788 1.378 -0.744 -0.298 -0.437 0.2935
C -2.284 0.805 -0.066 0.784 1.575 1.641 -0.2814
N -1.631 1.079 1.016 -1.138 0.697 -0.777 -0.4237
H -2.245 -0.248 -0.326 -0.289 0.078 -0.567 0.2662
H -2.838 1.579 -0.683 0.561 -1.123 0.613 0.2426
H -1.680 2.081 1.339 -0.108 -1.122 -0.860 0.2083
```
Forces are in eV/Å.

(3)
This record from the Open Molecules 2025 dataset describes one molecule with the formula C3H8N2. The level of theory is ωB97M-V/def2-TZVPD.

**Frontier orbital gap (spin up / spin down)**: 0.1890 / 0.3025 Ha
**LUMO energy (spin up / spin down)**: 0.03664 / -0.05009 Eh
**Spin multiplicity**: 3
**Total charge**: 0
**DFT total energy**: -6215.155 eV
**E_HOMO (spin up / spin down)**: -4.15 / -9.59 eV
**ΔE to the lowest compared entry with this formula, charge and spin**: 101.39 kJ/mol
**Molar mass**: 72.111 g mol⁻¹

```
13
Properties=species:S:1:pos:R:3:forces:R:3:lowdin_spin:R:1
C -0.344 0.076 -0.152 -9.832 -0.539 0.128 0.6042
C -1.467 1.159 0.022 2.899 -1.145 -2.373 0.0774
C 1.981 -0.122 -0.016 -2.353 -0.576 -2.167 0.0992
N -0.817 -1.241 -0.030 3.047 -1.968 0.443 0.3107
N 0.812 0.678 -0.168 6.640 1.546 -0.081 0.7840
H -1.770 -1.525 -0.037 -0.545 0.638 -0.090 0.0114
H -2.383 0.668 0.063 -1.897 -0.414 0.363 0.0013
H -1.348 1.664 -0.968 -0.598 0.142 0.684 0.0226
H -1.290 1.911 0.761 0.076 0.329 0.900 0.0203
H 2.407 -0.062 -1.035 0.406 -0.678 0.373 0.0420
H 2.594 0.301 0.643 3.013 2.213 2.388 0.0168
H 1.832 -1.096 0.408 -0.235 -1.028 -0.393 -0.0002
H -0.197 -2.082 0.012 -0.621 1.479 -0.176 0.0102
```
Forces are in eV/Å.